{
  "formula": "C5H6O",
  "method": "wB97M-V/def2-TZVPD",
  "total_charge": 0,
  "smiles": "Cc1ccco1",
  "elements": ["C", "C", "C", "C", "C", "O", "H", "H", "H", "H", "H", "H"],
  "xyz": [[-1.680, 0.956, -0.112], [-0.517, 0.024, 0.032], [0.340, -0.387, -0.935], [1.506, -0.880, -0.281], [1.286, -0.745, 1.044], [0.026, -0.235, 1.263], [-2.674, 0.571, 0.138], [-1.702, 1.285, -1.157], [-1.493, 1.844, 0.500], [0.195, -0.286, -1.999], [2.378, -1.291, -0.763], [1.930, -0.997, 1.882]]
}

{
  "formula": "C5H6O",
  "method": "wB97M-V/def2-TZVPD",
  "total_charge": 0,
  "elements": ["C", "C", "C", "C", "C", "O", "H", "H", "H", "H", "H", "H"],
  "xyz": [[2.260, -0.333, 0.069], [1.611, -0.017, -0.962], [0.455, -0.665, 0.126], [-0.526, 0.459, 0.351], [-1.631, 0.672, -0.573], [-1.838, 0.047, 0.693], [2.909, -0.572, 0.891], [0.680, -1.119, 1.106], [0.023, -1.467, -0.476], [-0.138, 1.305, 0.923], [-1.727, 0.019, -1.440], [-2.069, 1.663, -0.681]]
}

{
  "formula": "C5H6O",
  "method": "wB97M-V/def2-TZVPD",
  "total_charge": 0,
  "elements": ["O", "C", "C", "C", "C", "C", "H", "H", "H", "H", "H", "H"],
  "xyz": [[1.584, 0.215, 0.706], [0.283, 0.238, 1.172], [-0.736, 1.062, 0.395], [-1.145, -0.322, 0.026], [-0.459, -0.853, -1.101], [0.081, -1.338, -2.073], [1.563, -0.047, -0.230], [0.259, 0.400, 2.250], [-0.246, 1.689, -0.353], [-1.447, 1.623, 1.002], [-0.222, -0.833, 1.135], [0.487, -1.834, -2.930]]
}

Respective energy relative to the best compared isomer or geometry (same formula, charge and spin) values: 7.9, 122.1, 124.2 kcal/mol.